# 1
A cluster of 2 separate species, C5H6BrCl in total in a non-equilibrium geometry. Source: the Open Molecules 2025 dataset; level of theory: ωB97M-V with the def2-TZVPD basis set.

Geometry as ORCA input:
```
! wB97M-V def2-TZVPD RIJCOSX def2/J DEFGRID3
* xyz 0 1
C -0.529 -0.125 2.612
C -0.325 1.058 2.251
Cl -1.502 1.669 1.077
Br 1.128 2.131 2.627
H -1.316 -0.662 2.054
H 0.074 -0.736 3.407
C -0.920 -1.090 -0.842
C -0.047 -0.615 -1.507
C 1.082 -0.201 -2.257
H -1.621 -1.122 -1.695
H 1.627 -1.025 -2.585
H 1.768 0.495 -1.919
H 0.582 0.222 -3.225
*
```

Energy, eV: -87842.05038
E_HOMO, eV: -9.57
Structure (SMILES): C=C(Cl)Br.C#CC
Energy relative to the best compared isomer or geometry (same formula, charge and spin), kJ/mol: 331.57


# 2
A cluster of 2 separate species, C5H6BrClN2O2S in total in a non-equilibrium geometry. Source: the Open Molecules 2025 dataset; level of theory: ωB97M-V with the def2-TZVPD basis set.

Geometry as ORCA input:
```
! wB97M-V def2-TZVPD RIJCOSX def2/J DEFGRID3
* xyz 0 1
C 0.612 0.653 -2.092
C -0.144 -0.371 0.294
C 1.340 -0.211 -0.043
C -1.098 0.781 -0.198
C 1.693 0.683 -4.322
N 1.504 0.412 -1.313
N 1.241 2.002 -4.234
O 2.055 2.822 -3.904
O 0.061 2.219 -4.365
S -1.080 0.891 -2.117
Cl 3.323 0.416 -4.154
Br 0.562 -0.472 -5.213
H -0.392 -1.259 -0.171
H -0.348 -0.401 1.438
H 2.143 0.095 0.787
H 1.821 -1.130 -0.244
H -2.054 0.346 0.086
H -0.672 1.758 0.062
*
```

Energy, eV: -105750.18007
E_HOMO (spin up / spin down), eV: -8.11 / -7.94
Energy relative to the best compared isomer or geometry (same formula, charge and spin), kJ/mol: 591.62


# 3
A cluster of 2 separate species, C5H6BrF in total in a non-equilibrium geometry. Source: the Open Molecules 2025 dataset; level of theory: ωB97M-V with the def2-TZVPD basis set.

Geometry as ORCA input:
```
! wB97M-V def2-TZVPD RIJCOSX def2/J DEFGRID3
* xyz 0 1
C 1.884 -1.408 0.047
C 1.105 -0.646 0.521
C -1.128 0.235 1.280
C 0.208 0.357 0.713
C -0.338 0.544 -1.541
F -1.607 0.043 -1.610
Br 0.922 -0.487 -2.587
H 2.641 -2.211 -0.253
H -0.813 -0.075 2.269
H -1.759 -0.628 0.873
H -1.433 1.238 1.189
H 0.652 1.332 0.862
H -0.334 1.706 -1.762
*
```

Energy, eV: -78036.96737
E_HOMO, eV: -8.39
Energy relative to the best compared isomer or geometry (same formula, charge and spin), kJ/mol: 330.06